No. 1
{
  "formula": "C4H9NO2",
  "method": "the ωB97M-V functional and the def2-TZVPD basis",
  "symbols": ["C", "C", "C", "C", "N", "O", "O", "H", "H", "H", "H", "H", "H", "H", "H", "H"],
  "coordinates": [[-1.002, -0.393, -0.073], [1.273, -0.964, 0.881], [-0.636, 0.628, 0.872], [-1.228, 0.060, -1.501], [1.220, 0.484, 0.839], [0.519, -1.544, -0.061], [1.555, 0.873, -0.453], [2.001, 1.724, -0.339], [-1.676, -1.177, 0.275], [2.375, -1.095, 0.739], [1.025, -1.237, 1.922], [-0.744, 1.663, 0.570], [-0.857, 0.446, 1.919], [-1.270, 1.146, -1.569], [-0.396, -0.267, -2.122], [-2.159, -0.347, -1.899]],
  "forces_ev_per_angstrom": [[1.2, -2.0, -0.7], [1.3, 0.9, 0.6], [3.5, 0.2, 0.8], [0.1, -0.4, 0.1], [-3.3, 0.6, 1.0], [-2.6, 1.1, -0.8], [0.3, 0.2, -0.6], [-0.1, -0.2, 0.1], [0.2, 0.2, -0.1], [-0.6, -0.6, -0.2], [0.0, 0.1, -0.1], [-0.2, -0.1, 0.0], [-0.1, 0.0, -0.1], [0.0, 0.0, 0.1], [0.0, -0.1, 0.0], [0.1, 0.0, 0.0]],
  "relative_energy_kj_mol": 526.3,
  "lumo_ev": 0.7,
  "e_homo_ev": -9.17,
  "spin_multiplicity": 1,
  "orbital_gap_ha": 0.3640
}

=====

No. 2
{
  "formula": "C4H9NO2",
  "method": "the ωB97M-V functional and the def2-TZVPD basis",
  "symbols": ["C", "O", "C", "N", "C", "C", "O", "H", "H", "H", "H", "H", "H", "H", "H", "H"],
  "coordinates": [[2.227, -0.433, -0.173], [1.244, 0.376, 0.462], [0.108, -0.366, 0.850], [-0.948, 0.554, 1.238], [-1.829, 0.658, 0.054], [-1.022, -0.053, -1.022], [-0.399, -1.073, -0.245], [1.742, -1.257, -0.708], [2.761, 0.192, -0.896], [2.947, -0.838, 0.552], [0.375, -1.092, 1.631], [-0.543, 1.453, 1.475], [-2.753, 0.102, 0.243], [-2.079, 1.693, -0.197], [-1.582, -0.525, -1.829], [-0.250, 0.610, -1.436]],
  "forces_ev_per_angstrom": [[0.2, -0.1, -0.1], [0.1, 0.0, 0.1], [0.0, -0.1, 0.1], [0.2, 0.1, -0.1], [-0.2, 0.0, -0.1], [-0.1, 0.1, -0.2], [0.0, -0.1, 0.0], [0.3, 0.2, 0.1], [-0.1, -0.1, 0.2], [-0.2, 0.1, -0.1], [-0.1, 0.1, -0.2], [0.0, -0.1, 0.0], [0.0, 0.1, 0.0], [0.1, -0.2, 0.1], [-0.1, 0.1, 0.2], [-0.2, -0.1, -0.1]],
  "relative_energy_kj_mol": 182.7,
  "lumo_ev": 1.0,
  "e_homo_ev": -9.44,
  "spin_multiplicity": 1,
  "smiles": "CO[C@H]1NCCO1",
  "orbital_gap_ha": 0.3847
}

=====

No. 3
{
  "formula": "C4H9NO2",
  "method": "the ωB97M-V functional and the def2-TZVPD basis",
  "symbols": ["C", "N", "C", "C", "O", "O", "C", "H", "H", "H", "H", "H", "H", "H", "H", "H"],
  "coordinates": [[-2.512, 0.517, -0.213], [-1.894, -0.646, 0.399], [-1.487, -0.518, 1.595], [1.010, -0.012, 0.661], [0.688, -0.578, -0.489], [2.250, 0.420, 0.626], [3.060, 0.243, -0.547], [-2.692, 1.335, 0.502], [-3.461, 0.224, -0.673], [-1.856, 0.889, -1.010], [-0.250, -0.880, -0.385], [-0.980, -1.348, 2.085], [-1.616, 0.400, 2.181], [4.021, 0.697, -0.305], [2.604, 0.741, -1.406], [3.179, -0.820, -0.766]],
  "forces_ev_per_angstrom": [[-0.1, 0.1, -0.1], [0.1, 0.1, 0.4], [-0.2, -0.1, -0.2], [0.4, 0.0, -0.3], [-0.1, 0.0, 0.3], [-0.2, 0.0, 0.2], [0.2, 0.0, -0.2], [0.0, -0.1, -0.1], [0.2, 0.1, 0.0], [-0.1, 0.0, 0.1], [0.1, 0.0, 0.0], [-0.1, 0.1, -0.1], [-0.1, -0.1, -0.1], [-0.1, -0.1, -0.1], [0.1, -0.1, 0.1], [0.0, 0.1, 0.0]],
  "relative_energy_kj_mol": 369.7,
  "lumo_ev": 1.0,
  "e_homo_ev": -8.87,
  "spin_multiplicity": 1,
  "orbital_gap_ha": 0.3640
}

=====

No. 4
{
  "formula": "C4H9NO2",
  "method": "the ωB97M-V functional and the def2-TZVPD basis",
  "symbols": ["C", "N", "O", "C", "C", "C", "O", "H", "H", "H", "H", "H", "H", "H", "H", "H"],
  "coordinates": [[2.756, -0.408, 0.176], [1.725, -0.271, -0.549], [0.485, -0.837, 0.036], [-0.663, -0.171, -0.377], [-1.866, -1.030, -0.073], [-0.734, 1.193, 0.273], [0.233, 2.087, -0.230], [3.694, -0.126, -0.275], [2.747, -0.737, 1.171], [-0.691, -0.042, -1.434], [-2.840, -0.593, -0.310], [-1.898, -1.371, 0.950], [-1.654, -2.056, -0.495], [-0.707, 1.094, 1.342], [-1.682, 1.605, 0.035], [1.096, 1.663, -0.241]],
  "forces_ev_per_angstrom": [[-0.9, 0.3, -1.0], [-1.4, -0.7, -0.1], [3.0, -0.3, 0.4], [-0.9, 1.1, 0.2], [0.7, -2.3, 0.5], [0.3, -0.3, -0.7], [-0.1, 0.4, 0.1], [0.0, 0.2, -0.1], [-0.2, -0.8, 1.3], [0.5, 0.3, -1.1], [0.4, -0.2, -0.4], [0.0, 0.6, 0.9], [-0.7, 1.2, -0.5], [0.3, -0.1, 0.8], [-1.0, 0.6, -0.3], [0.0, -0.1, 0.0]],
  "relative_energy_kj_mol": 366.8,
  "lumo_ev": 1.0,
  "e_homo_ev": -9.81,
  "spin_multiplicity": 1,
  "smiles": "C=NO[C@@H](C)CO",
  "orbital_gap_ha": 0.3970
}

=====

No. 5
{
  "formula": "C4H9NO2",
  "method": "the ωB97M-V functional and the def2-TZVPD basis",
  "symbols": ["C", "C", "N", "C", "O", "H", "H", "H", "H", "H", "C", "O", "H", "H", "H", "H"],
  "coordinates": [[1.450, -0.947, 0.853], [0.664, 0.013, 1.735], [-0.636, 0.336, 1.154], [-1.644, -0.318, 0.998], [-2.670, -0.849, 0.796], [1.602, -0.507, -0.137], [2.424, -1.161, 1.306], [0.912, -1.895, 0.737], [0.507, -0.401, 2.737], [1.207, 0.955, 1.851], [-0.769, 0.671, -2.307], [0.183, 1.311, -1.486], [-1.677, 1.275, -2.454], [-0.305, 0.516, -3.284], [-1.071, -0.312, -1.914], [-0.178, 1.312, -0.587]],
  "forces_ev_per_angstrom": [[0.0, 0.0, 0.0], [0.2, -0.1, 0.1], [-0.6, -0.3, -0.1], [-0.1, 0.0, 0.0], [0.6, 0.3, 0.1], [0.0, -0.1, 0.1], [-0.1, 0.1, -0.1], [0.1, 0.1, 0.0], [0.1, 0.0, -0.1], [-0.1, -0.1, 0.0], [-0.2, -0.2, -0.3], [0.0, 0.1, 0.2], [0.2, -0.1, 0.1], [-0.1, 0.0, 0.1], [0.1, 0.2, 0.0], [0.1, 0.0, -0.2]],
  "relative_energy_kj_mol": 141.7,
  "lumo_ev": 0.7,
  "e_homo_ev": -10.15,
  "spin_multiplicity": 1,
  "smiles": "CCN=C=O.CO",
  "orbital_gap_ha": 0.3973
}

=====

No. 6
{
  "formula": "C4H9NO2",
  "method": "the ωB97M-V functional and the def2-TZVPD basis",
  "symbols": ["C", "C", "O", "C", "N", "C", "O", "H", "H", "H", "H", "H", "H", "H", "H", "H"],
  "coordinates": [[1.081, -0.824, -1.682], [-0.027, -0.331, -0.756], [-1.109, -1.288, -0.770], [0.476, -0.073, 0.645], [0.139, 1.219, 1.183], [-1.075, 1.422, 1.607], [-1.934, 0.454, 1.527], [1.829, -0.042, -1.852], [0.670, -1.138, -2.646], [1.594, -1.684, -1.233], [-0.487, 0.569, -1.191], [-0.787, -2.025, -0.231], [-1.351, -0.337, 1.240], [1.547, -0.229, 0.765], [0.823, 1.950, 1.343], [-1.392, 2.358, 2.051]],
  "forces_ev_per_angstrom": [[0.1, 0.0, 0.0], [0.1, 0.1, -0.1], [0.0, -0.2, 0.1], [0.3, 0.0, -0.1], [-0.2, 0.1, 0.2], [0.0, 0.1, -0.1], [0.2, 0.0, 0.0], [-0.1, -0.1, 0.0], [0.0, 0.1, 0.1], [-0.1, 0.1, 0.0], [0.1, -0.1, 0.1], [-0.1, 0.1, -0.1], [-0.1, 0.0, 0.0], [-0.1, 0.0, 0.0], [-0.1, -0.1, 0.0], [0.1, -0.1, 0.0]],
  "relative_energy_kj_mol": 328.2,
  "lumo_ev": 0.7,
  "e_homo_ev": -7.18,
  "spin_multiplicity": 1,
  "orbital_gap_ha": 0.2887
}

=====

Which formula does entry 5 have?
C4H9NO2